4 unconnected molecules or ions with the total composition C3H13O4S at a distorted geometry, computed with ωB97M-V with the def2-TZVPD basis set.

Properties
Net charge: -1
Energy relative to the best compared isomer or geometry (same formula, charge and spin): 224.1 kJ/mol
E: -22346.2844 eV
Max |F|: 5.02 eV/A

Structure (XYZ):
```
21
C3H13O4S (ωB97M-V with the def2-TZVPD basis set)
S 3.45157 1.20272 -1.73499
O 0.50492 -2.03420 1.79282
O -1.83602 1.62177 1.45360
O -4.56115 0.70877 2.60495
O -0.14394 -0.00738 0.33406
C -0.15579 -0.59668 -0.89269
C 2.49096 -0.50439 -1.79910
C 0.93518 0.07052 -1.91208
H 0.63801 -0.31767 -2.86043
H -0.20543 -1.68762 -0.64816
H -1.78704 2.40165 0.97706
H 2.55301 -1.32908 -2.52030
H 3.24287 1.21470 -0.36570
H 1.35571 -2.18179 1.41439
H -1.09150 0.99919 1.10304
H -1.11412 -0.28065 -1.42086
H 2.43496 -0.81938 -0.72777
H -3.84330 0.13257 3.13104
H -3.90532 1.34201 2.31304
H 0.87166 1.12426 -1.68412
H 0.16477 -1.05929 1.44220
```

***

6 unconnected molecules or ions with the total composition C27H42F15NO12P at a distorted geometry, computed with ωB97M-V with the def2-TZVPD basis set.

Properties
Net charge: -1
E: -104792.1052 eV
Max |F|: 3.18 eV/A

Structure (XYZ):
```
98
C27H42F15NO12P (ωB97M-V with the def2-TZVPD basis set)
P 7.04589 0.82919 -2.96505
F 4.36446 5.53398 6.60643
F -7.59857 -0.60397 -1.74685
F -4.90184 -0.55668 4.47931
F 8.53649 -3.32264 2.82316
F -3.98309 4.69516 -7.11850
F 7.20805 -3.71112 4.45808
F -6.52833 -2.18110 -2.73113
F 7.01389 -4.82544 2.63469
F 3.73753 4.84880 4.67462
F -7.82896 -2.62896 -1.08724
F 2.82725 4.05055 6.44833
F -6.64537 0.10435 3.40646
F -3.55619 4.69345 -5.01670
F -5.64419 1.43685 4.74101
F -2.21198 3.73658 -6.37877
O 6.62678 1.63125 -1.50049
O -5.44030 2.86617 -5.40014
O 5.36655 -2.14179 3.20260
O 0.95146 1.51160 -5.55973
O -7.50791 -1.43896 5.37953
O 6.18424 3.53447 6.25820
O -3.87698 1.58599 -6.36211
O 4.51592 2.20938 5.57068
O -6.97436 0.21593 6.79000
O 6.61040 -2.26779 1.34597
O -5.29069 -0.50004 -0.30657
O -5.35005 -2.73149 -0.14137
N 7.76281 -0.73195 -2.42803
C -6.88876 -0.31346 5.72790
C 6.29567 -2.57619 2.59169
C 3.98396 4.45988 5.92518
C -4.64710 -2.39677 2.16049
C -6.01455 0.17688 4.57921
C 5.42358 1.09553 5.51558
C 5.73942 -1.32074 0.68817
C -5.89337 0.93151 -4.00316
C -6.94367 -1.74124 -1.54108
C -3.49300 3.95198 -6.12158
C -9.70042 -1.38053 6.42526
C 7.27344 -3.61388 3.13275
C 5.04411 3.36439 5.95888
C 0.04000 1.93952 -6.54444
C -6.27730 1.70968 -5.24400
C 3.12000 -0.76864 -5.16029
C 6.11514 0.10053 1.04765
C 4.62251 -0.48501 -3.03320
C 5.59200 0.47300 6.88565
C 5.46464 0.54607 -3.86015
C 0.67882 0.18570 -5.13587
C -4.26345 2.64448 -5.97906
C -4.21457 -2.69236 0.73982
C 1.66381 -0.85427 -5.72462
C 3.20134 -0.80038 -3.61922
C -8.33387 -2.03258 6.39265
C -5.77274 -1.55191 -0.58357
H -5.91188 1.57803 -3.12452
H 0.08887 3.02269 -6.72183
H 4.62159 0.19833 7.30220
H 5.73609 0.06950 -4.82878
H 6.21574 -0.41877 6.82544
H -5.40243 -3.11455 2.48679
H 5.97229 0.29050 2.11542
H -3.75403 -3.67786 0.68647
H 8.11271 -0.58654 -1.47661
H -7.29692 2.08165 -5.15052
H -1.00818 1.69930 -6.31396
H -0.33486 -0.09392 -5.49444
H 3.64226 -1.66890 -5.53741
H -7.84237 -1.98502 7.36460
H -3.79601 -2.44686 2.83906
H 5.51042 0.80659 0.48339
H 2.94935 -1.83941 -3.31212
H -3.47782 -1.97130 0.38569
H 6.77117 2.55016 -1.67394
H -9.62718 -0.33035 6.70963
H 4.69608 -1.53367 0.92245
H 8.60636 -0.80023 -2.98519
H 1.23696 -1.87103 -5.64867
H -5.09001 -1.40827 2.23447
H -10.34930 -1.88794 7.13921
H 2.46999 -0.14519 -3.12095
H 1.71761 -0.63117 -6.80925
H 3.59508 0.10760 -5.61822
H -6.57804 0.10232 -3.84469
H -4.88138 0.53333 -4.08881
H 6.05513 1.17425 7.58149
H -6.24042 1.08548 -6.13733
H -10.16453 -1.41654 5.43853
H 4.44996 -0.02205 -2.03569
H 0.63599 0.15411 -4.03769
H 7.16560 0.28516 0.82521
H 4.98072 0.37155 4.83264
H 6.38076 1.39915 5.09140
H 5.87006 -1.47854 -0.38269
H 5.13345 -1.45492 -2.84297
H 0.34183 1.46510 -7.50292
H -8.42930 -3.08478 6.12801
```

***

A single C5H9NO molecule at a distorted geometry, computed with ωB97M-V with the def2-TZVPD basis set.

Properties
Energy relative to the best compared isomer or geometry (same formula, charge and spin): 533.7 kJ/mol
E: -8863.6810 eV
Max |F|: 1.55 eV/A

Structure (XYZ):
```
16
C5H9NO (ωB97M-V with the def2-TZVPD basis set)
O 1.02023 -0.73677 -0.79113
N -0.20540 0.43412 1.64230
C -1.95171 -0.54728 -0.01497
C 2.34388 -0.97917 -0.85364
C -1.31592 0.60970 0.71708
C 0.03780 1.15263 0.37538
C 0.89889 0.58939 -0.67030
H 2.66002 -1.74629 -1.54843
H -2.03284 1.34991 1.07386
H 1.58711 1.19025 -1.25234
H 2.97996 -0.50892 -0.12029
H 0.18689 2.22394 0.50078
H 0.16700 -0.51120 1.54773
H -2.51641 -0.18500 -0.88107
H -2.65124 -1.07111 0.64665
H -1.20827 -1.26419 -0.37162
```

***

A molecular structure, C20H26BrN2O2OsP, computed with ωB97M-V with the def2-TZVPD basis set.

Properties
Net charge: +2
Energy relative to the best compared isomer or geometry (same formula, charge and spin): 66.9 kJ/mol
E: -110022.2609 eV
Max |F|: 0.94 eV/A

Structure (XYZ):
```
53
C20H26BrN2O2OsP (ωB97M-V with the def2-TZVPD basis set)
Os -0.09112 -0.23885 -0.38055
Br 2.71588 0.24940 -1.21595
P -2.39750 -0.35819 -0.42296
O -0.87882 -3.75869 1.44379
O 0.18278 -1.31428 -2.07750
N 0.45871 1.73983 -0.85497
N -0.28428 -2.34484 -0.27694
C 2.32971 3.06539 -1.53705
C -0.28428 -4.65178 -0.77799
C -0.53174 -3.60756 0.31039
C -0.67259 5.33297 -0.98003
C 3.56482 -1.49548 2.94228
C 4.21586 -0.26580 2.97763
C 0.02121 -2.47069 -1.54044
C 3.56290 0.89309 2.57283
C 1.60578 -0.41572 2.05676
C -3.27613 1.16756 -0.83547
C 1.54575 4.20472 -1.45804
C -3.07848 -0.90214 1.15708
C 1.74316 1.86106 -1.22272
C 2.25547 -1.57150 2.50537
C -3.01429 -1.53300 -1.65418
C 0.24137 -0.52500 1.55969
C 2.26522 0.81767 2.10234
C -0.28352 2.86295 -0.77714
C 0.20911 4.12231 -1.06535
C 0.10343 -3.86389 -2.04886
H 3.36962 3.10611 -1.82726
H -3.19129 1.89969 -0.03353
H -4.33502 0.93356 -0.95784
H 4.06555 1.84850 2.63639
H -1.30801 2.73049 -0.46596
H -2.64793 -1.86543 1.43633
H 0.49776 -5.33202 -0.44368
H -2.90258 1.59174 -1.76774
H 1.97878 5.16821 -1.69699
H 1.74393 1.72115 1.80160
H -4.10120 -1.44727 -1.68877
H -0.57417 -4.01277 -2.89013
H -0.36340 -1.28867 2.03998
H 4.07415 -2.38671 3.28220
H -1.15900 5.51488 -1.93986
H 1.72562 -2.51726 2.51644
H -4.16089 -1.00702 1.06963
H -1.18927 -5.24499 -0.90490
H -2.61379 -1.30270 -2.64137
H -2.76415 -2.55601 -1.38135
H -2.86087 -0.17301 1.93810
H 1.11121 -4.07880 -2.40647
H -0.09228 6.21911 -0.73130
H 5.23217 -0.20888 3.34384
H -0.31434 0.47861 1.43727
H -1.44900 5.20998 -0.22662
```

***

A single C5H6N4 molecule at a distorted geometry, computed with ωB97M-V with the def2-TZVPD basis set.

Properties
Energy relative to the best compared isomer or geometry (same formula, charge and spin): 395.0 kJ/mol
E: -11237.5738 eV
Max |F|: 4.30 eV/A

Structure (XYZ):
```
15
C5H6N4 (ωB97M-V with the def2-TZVPD basis set)
N 1.08556 0.32927 -2.39932
N -0.77766 2.26565 0.34250
N -0.20197 2.84128 -0.74425
N -0.52952 1.01260 0.69517
C -0.46867 -2.16157 0.50904
C 0.60450 -1.04719 0.59657
C 0.78276 0.44794 -1.29673
C 0.49573 3.02446 -1.64450
C 0.26303 0.27508 -0.03532
H -1.42376 -1.83833 1.00195
H -0.02578 -3.07283 1.08749
H -1.56366 2.81772 0.78314
H -0.61656 -2.68371 -0.46574
H 0.83758 -0.84362 1.63625
H 1.53843 -1.36678 -0.06626
```